[1]
C19H24GeN2PdSbSe4 as an isolated structure at a distorted geometry, computed with ωB97M-V with the def2-TZVPD basis set.

The geometry in XYZ format:
```
52
Properties=species:S:1:pos:R:3:forces:R:3
Pd -1.01559 -0.29868 0.37775 0.5177 -0.6700 1.1883
Se -4.18027 -0.74198 -2.55724 0.0884 0.0248 0.4184
Sb -1.97604 -0.14526 -1.89376 -0.7316 -0.2289 -2.4987
Se -0.49312 -2.21489 -0.93516 -0.0511 0.0366 -0.3067
Se -1.92216 1.81604 0.06682 -0.0715 0.4300 -0.0191
Se -0.79319 0.82308 -3.81011 0.4480 0.0363 0.2752
C 1.20617 1.33981 3.11509 0.1728 0.1282 -0.0308
Ge 0.03020 -0.06940 2.47651 -0.0850 0.0536 1.1644
C 0.76831 -1.78734 3.08182 0.0867 -0.2008 -0.1509
C 0.79904 -1.94631 4.47376 0.0136 -0.0267 -0.1490
C 1.24361 -3.13602 5.03922 -0.0087 0.0748 -0.0477
C 1.65978 -4.18128 4.22428 -0.0178 0.0300 -0.0464
C 1.63920 -4.03181 2.84368 -0.0320 0.1248 0.0110
C 1.19622 -2.83916 2.27610 0.0793 -0.0107 0.2830
C -1.71723 0.20871 3.35837 -0.0532 -0.0319 -0.1807
C -1.89670 1.30682 4.15473 -0.0652 0.1051 0.0831
C -3.19454 1.78863 4.46694 0.1856 0.0065 0.0298
C -4.28656 1.21060 3.89845 -0.0885 -0.0711 -0.0742
C -4.15071 0.07551 3.05356 -0.0886 0.0934 0.0474
C -5.26419 -0.48958 2.38234 -0.0576 0.1787 0.1233
C -5.10717 -1.55457 1.55090 0.0371 -0.1679 -0.1621
C -3.84355 -2.16853 1.41436 -0.2033 -0.0147 -0.0975
C -2.75585 -1.65529 2.05306 -0.2195 0.1782 0.6798
C -2.86922 -0.47424 2.84445 0.1400 -0.0070 0.0309
H 1.16137 1.29636 4.20988 0.0301 0.0557 -0.1345
H 0.89394 2.33057 2.78346 0.0011 -0.0638 0.0207
H 2.23616 1.15391 2.80811 -0.1334 0.0076 0.0588
H 0.45674 -1.14556 5.12541 -0.0003 -0.0716 -0.0455
H 1.25462 -3.24916 6.11701 -0.0066 0.0081 -0.0412
H 1.99100 -5.11345 4.66698 -0.0052 0.0427 -0.0286
H 1.95711 -4.84652 2.20385 -0.0064 0.0244 0.0189
H 1.17280 -2.73685 1.19847 -0.0537 0.0118 -0.0677
H -1.03925 1.85758 4.52883 -0.0679 0.0034 -0.0244
H -3.30652 2.64927 5.11522 0.0188 -0.0182 -0.0148
H -5.27764 1.61644 4.07112 0.0292 -0.0259 -0.0104
H -6.24207 -0.03894 2.52106 0.0675 -0.0173 0.0024
H -5.95049 -1.94945 1.00182 -0.0243 -0.0204 0.0042
H -3.74170 -3.05446 0.80749 0.0095 -0.0993 -0.0802
H -1.84222 -2.22240 2.10832 0.3306 -0.0348 -0.2912
N 2.33198 -0.04886 -3.30500 -0.5012 0.2497 0.0209
C 2.66416 0.98924 -2.26849 -0.1952 -0.1742 -0.0457
C 1.66906 0.76105 -1.11540 0.7427 -0.0229 0.3156
N 2.20527 0.39372 0.18705 0.1223 0.1151 -0.1280
H 2.89730 0.00650 -4.14715 -0.0333 0.0358 -0.0640
H 1.26961 0.11965 -3.54182 0.2310 -0.0253 -0.1258
H 2.38713 -0.99150 -2.92225 0.0167 -0.0543 0.0433
H 2.51596 1.95518 -2.74384 0.0105 0.0127 -0.0630
H 3.70509 0.88980 -1.97050 0.0320 -0.0772 0.0255
H 1.04755 -0.06372 -1.42819 -0.4315 -0.1285 0.1042
H 1.03113 1.62371 -1.00196 -0.1933 0.2381 0.0144
H 2.79184 1.11140 0.59280 0.0308 0.0198 -0.0585
H 2.72081 -0.47688 0.16369 -0.0160 -0.0624 0.0236
```
Positions in Å, forces in eV/Å.

E_tot in eV: -350990.558
Energy relative to the best compared isomer or geometry (same formula, charge and spin) in kcal/mol: 64.6
Spin multiplicity: 2
Kohn-Sham gap (alpha / beta) in eV: 5.31 / 5.24

***

[2]
A 11-piece molecular cluster, C26H72N2O18 overall at a distorted geometry, computed with ωB97M-V with the def2-TZVPD basis set.

The geometry in XYZ format:
```
118
Properties=species:S:1:pos:R:3:forces:R:3
C 2.35102 -3.52178 2.80737 1.9161 -0.2641 0.9711
C 3.35414 -2.85578 3.83750 0.5716 -0.4853 -1.7539
C 4.46231 -3.71985 4.47604 -0.4769 -0.5101 -0.0431
C 5.41833 -2.88083 5.28413 -0.0813 1.3854 1.5830
C 6.22088 -3.71772 6.29734 -0.5067 -0.3666 -0.7903
C 5.30338 -4.15343 7.44243 0.1039 -0.7255 -0.2823
H 2.91095 -4.11254 2.08240 0.2373 0.0316 -0.1480
H 1.78540 -2.79013 2.23043 -0.3801 -0.0883 0.4713
H 1.80125 -4.27638 3.36988 -0.7098 0.3267 -0.1997
H 4.03938 -2.18850 3.31473 -0.7206 0.8845 -0.4251
H 2.74799 -2.28522 4.54117 0.3647 -0.1130 0.3424
H 5.15366 -4.20241 3.78519 -0.6358 -0.2214 -0.8592
H 4.02731 -4.53513 5.05412 0.0757 0.0303 0.3135
H 6.04244 -2.19433 4.71203 0.3096 -0.5579 -0.6895
H 4.82057 -2.12667 5.79602 -0.2183 0.0200 0.6730
H 6.48448 -4.58178 5.68742 0.1588 -0.5491 0.2703
H 7.20186 -3.35218 6.60092 -0.3163 0.6654 0.1880
H 4.59623 -4.88264 7.04709 -0.1793 0.0553 -0.0212
H 5.81997 -4.71330 8.22203 0.1367 0.3518 0.1834
H 4.69743 -3.34393 7.84942 0.3155 0.1270 0.1682
C 1.50718 -2.10821 -2.46360 1.3790 -0.0395 1.7409
C 2.56382 -3.02716 -1.77362 -0.5748 0.5491 -1.5475
O 3.92037 -2.60455 -2.05936 -0.7608 0.2958 0.7509
O 1.72082 -1.94612 -3.81432 -0.2601 -0.3534 -1.8186
H 1.54493 -1.09863 -2.05441 0.0349 -0.0202 0.6606
H 0.52437 -2.52796 -2.24915 -0.0880 -0.0763 -0.1955
H 2.51124 -3.99329 -2.27554 -0.5643 -0.4013 0.4330
H 2.35924 -3.06626 -0.70370 -0.0095 -0.1047 -0.0274
H 4.37708 -3.00079 -1.31371 0.6844 0.1691 -0.2034
H 2.62591 -2.15047 -4.06063 0.1689 0.0217 0.1930
C -3.44833 4.06145 -4.03086 -0.1347 0.6850 -1.0598
C -2.85651 5.46474 -4.15951 -1.0622 0.4997 0.5073
O -3.67722 6.26165 -5.08547 1.4396 -0.9870 0.5041
O -2.68488 3.14527 -3.29788 0.3240 0.0165 0.1383
H -3.48236 3.68463 -5.05309 -0.4602 -0.1425 -0.0298
H -4.44036 4.17414 -3.59351 -0.2773 -0.2328 -0.2065
H -1.79502 5.39632 -4.39753 -0.1729 0.3343 -0.7981
H -2.89977 5.96144 -3.19023 0.0961 0.0473 0.2508
H -4.46193 6.52115 -4.59711 -0.0381 0.0230 0.0474
H -2.87869 3.33828 -2.37767 0.1936 -0.2755 0.6186
C 1.74823 1.97255 -4.49751 -1.5861 0.5327 -0.0971
C 0.71144 3.07924 -4.93241 1.3921 -0.5031 1.3990
O -0.42842 2.44824 -5.36499 -1.3936 -0.7604 -1.1223
O 1.21391 1.28722 -3.30712 0.7706 0.7557 -1.0245
H 2.72165 2.43795 -4.34276 0.0362 -0.3286 0.5722
H 1.82453 1.17636 -5.23802 0.1468 0.4092 -0.4284
H 1.12286 3.79551 -5.64360 0.1418 -0.2587 -0.4473
H 0.41362 3.67242 -4.06780 0.6104 0.1116 0.4488
H -1.16142 2.69290 -4.79539 -0.1241 -0.0880 0.1834
H 0.61152 0.63641 -3.67477 -0.1575 -0.1583 0.2000
C -1.38361 4.56858 0.05472 1.5076 0.1523 -0.1523
C -2.75784 5.15459 0.03872 -0.8020 -0.5935 0.9091
O -3.77343 4.25240 -0.36085 0.0336 -0.0792 -1.6852
O -1.20941 3.41962 0.84838 -0.8390 -1.1971 0.1282
H -0.60218 5.18460 0.49969 -0.3361 1.2663 -0.6599
H -1.07244 4.31148 -0.95779 0.0511 -0.1493 -0.0569
H -2.77942 5.99295 -0.65755 -0.1016 0.1919 0.3444
H -3.08367 5.38279 1.05354 0.5112 1.0640 0.2300
H -3.82391 3.49994 0.23316 0.1557 -0.4918 0.4203
H -1.58123 3.61255 1.71217 0.0333 -0.2652 0.3138
C 4.03645 0.98470 -1.62980 -0.8923 1.8198 -0.5855
C 3.09844 1.90650 -0.79920 -0.3894 -1.0711 -0.5828
O 2.47522 2.87676 -1.58402 0.4276 0.9794 -0.2210
O 4.87083 1.83910 -2.39583 1.5793 -0.2370 -0.4328
H 3.56147 0.51310 -2.49008 -0.9182 -0.5811 0.7270
H 4.49255 0.19801 -1.02880 0.5935 0.2531 0.1445
H 3.62677 2.45905 -0.02225 0.2032 -0.3205 0.1992
H 2.26996 1.32345 -0.39700 0.2712 -0.4763 0.6401
H 2.05062 2.38146 -2.28828 -0.4943 -0.0203 -0.0293
H 5.04824 2.71614 -2.04809 -0.2875 -0.1516 0.5769
C -4.99318 0.13975 2.42617 0.0433 -0.2565 -1.1733
C -4.95803 0.98934 1.08203 -0.6761 -1.9324 1.4375
O -3.80177 1.75504 1.14515 0.2419 1.5383 -0.0747
O -3.67738 -0.33143 2.69695 -0.4463 0.0596 -0.0517
H -5.62282 -0.74291 2.31414 -0.1814 0.1251 0.0053
H -5.30902 0.71071 3.29930 -0.3957 0.2889 -0.2130
H -5.89366 1.53779 0.97296 0.2399 0.4575 -0.0036
H -4.83925 0.33434 0.21892 -0.4316 -0.3502 0.0419
H -3.16186 1.24979 0.63837 0.7111 0.0984 -0.2557
H -3.25179 0.50319 2.90640 0.9087 -0.1482 0.0717
C -0.52693 0.32884 -0.37716 2.1799 -0.3172 -0.3969
C -0.99883 -0.93725 0.29495 -1.9274 1.2783 -0.4806
O -0.07840 -1.94915 0.42415 1.7497 -0.3392 0.4906
O -1.55694 1.21302 -0.71445 -1.1113 -0.8071 -0.5001
H 0.01979 -0.06704 -1.23301 -0.2850 0.5224 -0.7559
H 0.23803 0.92266 0.12315 0.0301 -0.3170 0.7624
H -1.70347 -1.34040 -0.43241 -0.9776 0.4100 0.1409
H -1.49804 -0.62212 1.21124 -0.1253 -0.4962 0.3865
H -0.60497 -2.72547 0.62823 -0.0406 -0.3384 0.2098
H -1.50209 1.97343 -0.13103 0.3299 0.5160 0.3555
C -4.42811 -4.78291 0.18283 2.2938 -0.5050 0.3562
C -3.52083 -3.51560 -0.04859 -2.1025 0.3182 0.5645
O -2.69489 -3.34567 1.12700 0.2296 -0.2493 -0.8015
O -3.44120 -5.74903 0.56789 -0.1818 -0.9846 -0.3932
H -4.94224 -5.21785 -0.67426 0.1175 0.5725 -0.2543
H -5.11616 -4.78564 1.02822 -0.3372 1.0541 -0.0758
H -4.14010 -2.62922 -0.18625 -0.0334 0.1798 0.0025
H -2.91346 -3.58705 -0.95086 0.1531 -0.4580 0.2479
H -3.06415 -2.66572 1.69524 -0.1438 0.2161 0.0660
H -2.81272 -5.26465 1.10826 0.1064 -0.0257 0.2878
O -4.70110 -1.93893 -3.58155 1.6800 -1.6438 -0.6392
C -3.97944 -0.96902 -3.84880 0.5427 -3.2318 2.0746
N -4.67490 0.11120 -3.87199 -1.0941 5.4243 -0.8548
C -2.42272 -0.98083 -3.83055 -0.3601 -0.5330 -0.3319
H -4.32618 1.05896 -3.88809 0.4291 -0.1861 -0.1780
H -5.68089 0.03433 -3.82541 0.2935 -0.3317 0.0979
H -2.05614 -1.21677 -2.83152 -0.4258 0.3876 0.3372
H -1.89406 -0.10070 -4.19659 -0.4482 0.2429 0.0464
H -2.01889 -1.83144 -4.37963 -0.4671 -0.0361 -0.4086
O 0.45363 0.76271 3.17443 3.2725 -1.2590 0.8007
C 1.70505 0.61099 3.39142 -4.4464 1.5630 0.2465
N 2.57071 0.58035 2.38616 1.3430 -0.3908 -0.7271
C 2.30212 0.76039 4.77940 -0.7491 0.3186 0.0359
H 2.27677 0.37804 1.44129 -0.1510 0.3548 0.2136
H 3.47903 0.99426 2.54023 -0.0021 -0.5400 -0.2097
H 2.62339 -0.14271 5.29833 0.3279 -0.1046 -0.5727
H 1.52612 1.17001 5.42602 0.0383 0.2006 -0.1665
H 3.10193 1.49288 4.67043 0.2534 -0.1546 0.4174
```
Positions in Å, forces in eV/Å.

Structure (SMILES): CC(N)=O.CC(N)=O.CCCCCC.OCCO.OCCO.OCCO.OCCO.OCCO.OCCO.OCCO.OCCO
E_tot in eV: -67959.459
Energy relative to the best compared isomer or geometry (same formula, charge and spin) in kcal/mol: 0.0
Kohn-Sham gap in eV: 9.66

***

[3]
C29H57N10OPRu as an isolated structure at a distorted geometry, computed with ωB97M-V with the def2-TZVPD basis set.

The geometry in XYZ format:
```
99
Properties=species:S:1:pos:R:3:forces:R:3
Ru -0.99220 0.40608 1.18576 -1.4508 -1.7290 1.9275
C 1.33678 4.44517 2.81293 -0.2376 0.0739 1.0753
N -0.12315 4.38046 2.72157 0.2831 0.1532 -0.3554
C -0.93843 5.48075 3.27092 -1.3732 -0.9617 0.0458
C -0.70722 3.29184 2.15856 0.6508 -0.3423 0.0649
N -0.13244 2.11296 1.96784 0.2238 2.6149 0.1110
N -2.02826 3.53364 1.80629 -0.0782 -0.1863 0.9129
C -2.87685 2.60633 1.23570 -0.6354 -0.4987 -1.9839
N -4.18432 2.81849 1.47231 0.7696 -0.3916 -0.0217
N -2.48809 1.68827 0.35700 0.6690 2.3798 1.5119
H 1.55315 5.14842 3.63573 0.1924 -0.2999 -0.5372
H 1.79701 4.79668 1.87993 -0.0758 -0.2326 0.2414
H 1.72263 3.46433 3.14495 0.0933 0.5626 -0.2841
H -0.35994 6.22441 3.77112 0.7683 0.3001 0.0607
H -1.57018 5.02468 4.08350 0.1917 0.6382 -0.7537
H -1.57094 6.02087 2.51397 0.6366 -0.5301 0.5692
H 0.87339 2.11625 2.18977 -0.9155 -0.0278 -0.1254
H -2.45227 4.32731 2.32591 0.2585 -1.2240 -0.7303
H -4.54306 3.68751 1.78279 -0.3585 0.5404 0.3828
H -4.80132 2.13523 1.09813 -0.6201 -0.1184 -0.1348
H -3.26457 1.26479 -0.09166 -0.7786 -0.4867 -0.2642
C -0.59994 -5.98436 1.83427 0.5940 0.1942 1.1696
C -0.65063 -4.50925 1.59164 -1.2129 1.0769 -0.3245
C 0.45036 -3.65940 1.75401 0.0343 -0.5533 0.3701
C 0.29765 -2.28673 1.68654 0.0086 0.3939 -0.3533
N -0.89132 -1.71738 1.46224 -0.4208 -0.9432 -0.0507
C -2.00496 -2.51692 1.30731 2.2434 0.9711 0.0180
C -1.91467 -3.87197 1.30430 0.9335 -1.2073 0.3288
H -1.51366 -6.31488 2.32997 -0.1262 -0.0917 -0.4713
H 0.17240 -6.13995 2.59911 0.0414 -0.1862 -0.3103
H -0.34587 -6.60122 0.97975 -0.1667 0.0266 -0.2356
H 1.45917 -4.00612 2.00642 -0.5353 -0.2604 -0.1370
H 1.19711 -1.63618 1.79549 -1.0383 -0.4214 -0.1115
H -2.91153 -1.98680 1.17848 -0.7750 0.3647 -0.0725
H -2.83194 -4.44516 1.13583 0.4847 0.0057 0.1770
C -0.90462 -0.36036 4.65051 -0.6208 0.4058 -0.2871
C -2.33298 -0.08370 4.11863 -0.3309 -1.0162 -2.0234
C -3.18627 -1.34469 4.28723 -0.5364 -0.2569 0.1157
C -3.02515 1.10568 4.75994 -0.1813 -0.1212 0.5938
O -2.32566 0.27548 2.58315 0.0816 -0.3330 2.7745
H -0.88858 -0.51523 5.73377 -0.2738 0.1662 -0.0809
H -0.35197 0.54296 4.42812 0.6117 0.0813 0.0184
H -0.41546 -1.24975 4.22451 -0.3508 0.4114 -0.1877
H -3.34520 -1.49116 5.37656 -0.1789 0.1185 -0.5755
H -2.67050 -2.25844 3.96233 -0.0172 0.3167 -0.1468
H -4.17815 -1.29678 3.75776 0.9460 0.1448 0.5951
H -3.28444 0.98222 5.84228 0.6116 -0.0916 -0.7910
H -3.98153 1.31708 4.27489 0.1961 -0.1059 -0.2123
H -2.36330 1.94838 4.62507 0.0701 0.5790 0.1825
N 0.29757 0.20416 -0.11999 2.5771 -0.2281 -3.8435
P 0.98296 -0.14954 -1.49243 -0.4769 -1.1171 1.6987
N 0.91747 -1.77800 -2.03966 0.9611 1.4898 0.1496
C -0.31976 -2.26126 -2.68640 -0.2872 -0.8617 1.5017
C -0.31896 -3.79677 -2.67339 0.9988 0.2975 1.5271
C 0.91742 -4.40801 -3.32025 0.3915 -0.6943 1.0811
C 2.19186 -3.90480 -2.55993 -1.3555 0.0416 0.7168
C 1.75693 -2.85458 -1.48360 0.6620 -0.4321 0.4373
N 2.55538 0.46460 -1.58222 -1.5804 0.0424 -0.4568
C 2.72925 1.88310 -1.17583 -0.8789 -0.0491 1.2269
C 4.00511 2.03179 -0.38142 0.3826 -1.6993 0.7258
C 5.17535 1.50035 -1.19128 0.5523 0.0978 0.4943
C 4.93655 0.08505 -1.63945 -0.0949 -1.4391 1.2450
C 3.64244 -0.01419 -2.41018 0.2928 -0.3634 -0.6025
N 0.17324 0.59487 -2.80990 -1.3357 0.2639 -0.9227
C -1.17998 1.25032 -2.74376 1.2527 1.7151 0.7655
C -1.27358 2.37078 -3.79743 -0.2084 0.3073 -0.0944
C -1.12223 1.83462 -5.22672 -2.0043 -1.4148 -0.8019
C -0.42466 0.45783 -5.18831 0.4395 0.8776 -0.3232
C 0.71492 0.52834 -4.18722 0.4306 -0.6923 0.3672
H -0.40853 -1.94916 -3.70010 0.0101 0.5616 -0.8209
H -1.19022 -1.93307 -2.08576 0.1495 0.0783 -0.4542
H -1.16135 -4.15771 -3.16104 -1.7678 -0.4370 -1.0117
H -0.44356 -4.12906 -1.61234 0.2350 0.1052 -0.7706
H 0.89918 -4.23799 -4.38831 0.3108 0.4627 -0.2662
H 0.86221 -5.50830 -3.23978 -0.0555 0.4274 0.0705
H 2.88783 -3.44285 -3.21564 0.6091 0.5093 -0.7311
H 2.74249 -4.73177 -2.07988 -0.3846 0.3287 -0.0343
H 2.66705 -2.42578 -1.05735 -0.0526 0.2023 0.0099
H 1.23038 -3.32397 -0.61860 0.3967 0.1737 -0.7725
H 1.90338 2.12265 -0.49178 -0.0423 -0.0340 -0.3783
H 2.69760 2.61634 -2.00231 0.0844 -0.5994 -0.1287
H 3.96805 1.39819 0.58098 -0.2437 1.0011 -1.2648
H 4.16806 3.05788 -0.11749 0.0143 0.6034 0.2199
H 6.06894 1.58874 -0.56788 0.1108 -0.1044 -0.3072
H 5.32044 2.07822 -2.08813 0.1611 0.6542 -0.3479
H 4.87639 -0.58954 -0.73168 0.0950 0.5247 -0.9096
H 5.70172 -0.31562 -2.29819 0.4036 0.1500 0.1173
H 3.48217 -1.04985 -2.76772 -0.1777 0.6052 0.1933
H 3.77991 0.65531 -3.28242 -0.3896 -0.2894 -0.0016
H -1.28835 1.73557 -1.73514 0.0464 -0.9416 -0.7356
H -1.99585 0.55494 -2.93011 0.1585 -0.5099 0.2291
H -0.50102 3.13691 -3.62815 -0.2636 -0.2252 0.2676
H -2.26706 2.85230 -3.66086 0.7067 -0.1753 -0.0784
H -0.66998 2.53077 -5.92261 0.3739 0.1521 0.1386
H -2.14553 1.62323 -5.67211 1.0189 0.4498 0.5181
H 0.00145 0.14371 -6.14730 -0.1811 0.2485 0.0505
H -1.14110 -0.29915 -4.90366 -0.1182 -0.2921 0.1175
H 1.30472 1.43767 -4.39156 -0.0057 -0.1446 0.1702
H 1.38521 -0.34713 -4.28684 -0.2260 0.4704 0.3342
```
Positions in Å, forces in eV/Å.

E_tot in eV: -59802.630
Energy relative to the best compared isomer or geometry (same formula, charge and spin) in kcal/mol: 30.8
Spin multiplicity: 5
Kohn-Sham gap (alpha / beta) in eV: 8.20 / 3.92
Charge: +2

***

The highest energy relative to the best compared isomer or geometry (same formula, charge and spin) belongs to which entry?
C19H24GeN2PdSbSe4